C57H57CaClFN7OP2S2 | wB97M-V/def2-TZVPD

Structure (XYZ):
```
129
Properties=species:S:1:pos:R:3:forces:R:3
Ca -1.075 -0.075 -0.605 0.8 0.5 -0.4
O -0.715 -3.174 -3.286 0.6 0.4 0.0
S 0.326 -2.208 -2.811 -0.7 -0.4 0.2
C 1.722 -3.273 -2.378 0.1 -0.1 0.1
C 2.221 -4.184 -3.313 0.0 0.1 0.1
C 3.126 -5.147 -2.923 0.1 -0.1 0.1
C 3.530 -5.226 -1.591 0.0 0.0 -0.1
C 3.035 -4.332 -0.667 0.0 0.1 0.0
C 2.128 -3.332 -1.043 0.1 0.2 -0.1
P 1.480 -2.155 0.232 0.0 -0.4 0.4
C 1.048 -3.426 1.508 0.0 0.0 -0.2
C -0.087 -4.194 1.252 0.0 0.0 0.0
C -0.515 -5.151 2.160 0.0 0.0 0.0
C 0.189 -5.354 3.341 0.0 0.0 0.0
C 1.329 -4.605 3.596 0.0 0.0 -0.1
C 1.757 -3.648 2.683 0.1 0.0 0.0
C 3.008 -1.405 0.929 -0.1 0.1 -0.1
C 2.847 -0.543 2.022 -0.1 -0.1 0.0
C 3.932 0.122 2.571 0.0 0.0 0.0
C 5.202 -0.048 2.027 -0.1 0.0 0.0
C 5.369 -0.885 0.937 0.0 0.0 0.0
C 4.279 -1.557 0.390 0.1 0.0 0.0
C 1.043 -1.388 -4.237 0.1 0.1 0.1
C 0.931 -2.037 -5.455 0.0 0.0 -0.1
C 1.530 -1.489 -6.576 0.0 0.0 0.0
C 2.242 -0.303 -6.461 0.0 0.0 0.0
C 2.300 0.362 -5.245 0.0 0.0 -0.1
C 1.667 -0.142 -4.112 -0.1 -0.1 0.1
P 1.555 0.827 -2.527 0.3 0.3 -0.1
C 3.360 1.127 -2.230 0.0 -0.3 0.0
C 3.829 2.264 -1.572 0.0 0.0 0.0
C 5.177 2.411 -1.269 0.0 0.0 0.0
C 6.088 1.422 -1.620 -0.1 0.0 0.0
C 5.635 0.278 -2.260 -0.1 0.0 0.0
C 4.285 0.128 -2.548 0.0 0.0 -0.1
C 1.048 2.539 -3.045 0.0 -0.1 0.0
C 1.847 3.366 -3.836 0.1 0.1 0.0
C 1.445 4.653 -4.167 0.0 0.0 0.0
C 0.237 5.152 -3.693 0.0 0.0 0.0
C -0.557 4.358 -2.881 0.1 0.0 0.0
C -0.151 3.067 -2.569 -0.1 -0.1 0.1
H 1.893 -4.142 -4.341 -0.1 0.0 0.0
H 3.511 -5.849 -3.652 0.0 0.0 0.0
H 4.225 -5.996 -1.279 0.0 0.0 0.0
H 3.341 -4.407 0.369 0.0 0.0 0.0
H -0.652 -4.035 0.337 0.0 0.0 0.0
H -1.405 -5.731 1.949 0.0 0.0 0.0
H -0.149 -6.093 4.056 0.0 0.0 0.0
H 1.890 -4.764 4.509 0.0 0.0 0.0
H 2.646 -3.068 2.900 0.0 0.0 0.0
H 1.854 -0.396 2.439 0.0 0.0 0.0
H 3.787 0.789 3.412 0.0 0.0 0.0
H 6.050 0.482 2.442 0.0 0.0 0.0
H 6.350 -1.010 0.496 0.0 0.0 0.0
H 4.432 -2.198 -0.469 0.0 0.0 0.0
H 0.346 -2.948 -5.513 0.0 0.0 0.0
H 1.441 -1.984 -7.535 0.0 0.0 0.0
H 2.730 0.126 -7.328 0.0 0.0 0.0
H 2.840 1.297 -5.189 -0.1 0.0 0.0
H 3.138 3.055 -1.303 0.0 0.0 0.0
H 5.516 3.307 -0.765 0.0 0.0 0.0
H 7.140 1.543 -1.395 0.0 0.0 0.0
H 6.332 -0.506 -2.533 0.0 0.0 0.0
H 3.951 -0.775 -3.048 0.0 0.0 0.0
H 2.818 3.029 -4.174 0.0 0.0 0.0
H 2.085 5.270 -4.785 0.0 0.0 0.0
H -0.079 6.154 -3.954 0.0 0.0 0.0
H -1.497 4.727 -2.486 0.0 0.0 0.0
H -0.811 2.471 -1.956 0.0 0.0 0.0
C -5.423 1.708 2.578 0.0 0.0 0.0
C -4.203 0.796 2.429 0.0 0.0 0.0
C -4.470 -0.556 3.099 0.0 0.0 0.0
C -2.932 1.448 2.960 -0.1 0.0 0.1
C -2.806 1.644 4.328 0.0 0.0 0.0
C -1.637 2.153 4.877 0.0 0.0 -0.1
C -0.588 2.471 4.034 0.0 0.0 0.0
C -0.685 2.318 2.650 0.1 0.0 0.0
C 0.517 2.768 1.831 -0.1 0.1 -0.1
C 0.299 4.177 1.266 0.0 0.0 0.0
C 0.943 1.840 0.689 -0.2 0.0 0.2
C -1.870 1.808 2.099 0.0 -0.1 -0.2
N -2.020 1.582 0.702 -0.5 0.6 0.1
C -2.954 2.421 0.117 0.3 0.0 0.4
C -3.240 3.732 0.551 0.0 0.1 -0.2
C -4.110 4.564 -0.144 0.0 -0.1 0.0
C -4.765 4.126 -1.291 0.1 0.0 0.1
C -4.569 2.811 -1.699 -0.1 0.0 0.0
C -3.712 2.013 -0.984 -0.2 -0.1 -0.1
F -3.639 0.683 -1.324 0.0 0.0 0.2
H -6.318 1.223 2.177 0.0 0.0 0.0
H -5.283 2.651 2.048 0.0 0.0 0.0
H -5.609 1.936 3.633 0.0 0.0 0.0
H -4.046 0.601 1.367 0.0 0.0 0.0
H -4.691 -0.434 4.165 0.0 0.0 0.0
H -3.610 -1.222 2.997 0.0 0.0 0.0
H -5.336 -1.042 2.640 0.0 0.0 0.0
H -3.633 1.381 4.981 0.0 0.0 0.0
H -1.544 2.293 5.948 0.0 0.0 0.0
H 0.336 2.863 4.450 0.0 0.0 0.0
H 1.351 2.819 2.537 0.0 0.0 0.0
H -0.483 4.161 0.502 0.0 0.0 0.0
H 1.214 4.558 0.801 0.0 0.0 0.0
H -0.002 4.875 2.049 0.0 0.0 0.0
H 0.397 2.123 -0.207 0.1 -0.1 -0.1
H 0.738 0.793 0.940 0.1 0.0 0.0
H 2.012 1.920 0.478 0.0 0.0 0.0
H -2.751 4.090 1.448 0.0 0.0 0.0
H -4.277 5.571 0.218 0.0 0.0 0.0
H -5.426 4.779 -1.844 0.0 0.0 0.0
H -5.085 2.393 -2.555 0.0 0.0 0.0
N -6.656 -3.249 -0.373 -0.1 -0.1 0.0
C -5.509 -2.562 -0.508 0.1 0.0 0.0
N -5.474 -1.554 -1.385 0.1 -0.1 0.0
N -4.499 -2.936 0.257 0.1 0.1 -0.1
C -3.351 -2.336 0.099 0.0 -0.1 0.1
N -2.303 -1.846 0.005 -0.7 -0.8 0.3
H -7.501 -2.967 -0.831 0.0 0.0 0.0
H -6.689 -3.963 0.333 0.0 0.0 0.0
H -6.234 -1.389 -2.020 0.0 0.0 0.0
H -4.624 -1.028 -1.529 0.0 0.1 0.0
Cl -1.540 0.167 -3.155 -0.1 0.0 -0.4
N -1.459 -1.513 5.639 0.0 -0.1 -0.2
C -0.457 -1.294 4.748 0.0 0.1 0.1
N 0.776 -1.177 5.294 0.0 0.0 -0.1
S -0.734 -1.193 3.115 0.0 -0.1 0.1
H -1.323 -1.314 6.615 0.0 0.0 0.0
H -2.391 -1.403 5.274 0.0 0.0 0.0
H 0.945 -1.312 6.274 0.0 0.0 0.0
H 1.561 -1.112 4.671 0.0 0.0 0.0
```
Forces are in eV/Å.

Its net charge is 0. The HOMO energy comes out at -6.49 eV. As for the energy relative to the best compared isomer or geometry (same formula, charge and spin): 17.5 kcal per mole. The LUMO energy is 0.36 eV. The total energy is -5381.7459 Eh. Its spin multiplicity is 1.

C57H58ClFN8O3P2RuS | wB97M-V/def2-TZVPD

Structure (XYZ):
```
132
Properties=species:S:1:pos:R:3:forces:R:3
Ru 0.070 -0.908 -0.334 -0.8 -0.4 1.2
C -1.102 -3.105 3.473 -0.1 -0.5 0.0
N -0.798 -2.918 2.045 -0.4 0.8 0.1
P -1.989 -2.420 0.875 0.8 -0.5 -0.7
C -2.422 -3.971 0.027 -0.3 -0.1 0.0
C -4.097 -4.478 -1.681 0.1 0.0 0.0
C -3.836 -5.742 -1.989 -0.2 0.2 -0.1
C -2.850 -6.668 -1.437 0.1 -0.1 0.0
C -1.965 -6.410 -0.478 0.0 -0.2 0.0
C -1.786 -5.126 0.199 0.1 0.2 0.0
C -3.548 -2.160 1.747 -0.1 0.6 0.0
C -4.158 -3.190 2.465 0.0 0.0 -0.1
C -5.391 -2.982 3.054 0.0 0.0 0.0
C -6.032 -1.756 2.913 0.0 0.0 0.0
C -5.443 -0.737 2.183 0.0 0.0 0.0
C -4.198 -0.936 1.601 -0.1 -0.2 0.0
P 0.582 -2.121 1.507 0.8 0.1 -0.2
C 1.666 -1.794 2.907 -0.1 -0.1 0.1
C 2.039 -0.507 3.273 -0.1 0.1 0.0
C 2.960 -0.310 4.292 0.0 0.0 0.0
C 3.495 -1.396 4.964 0.0 0.0 0.0
C 3.102 -2.688 4.629 0.0 0.0 0.0
C 2.196 -2.888 3.603 0.0 0.0 0.0
C 1.613 -3.151 0.421 0.0 0.0 0.0
C 2.989 -3.341 0.594 0.1 0.0 -0.1
C 3.753 -3.845 -0.447 0.0 0.0 0.0
C 3.179 -4.123 -1.685 0.0 0.0 0.0
C 1.823 -3.927 -1.880 0.1 0.0 0.1
C 1.048 -3.463 -0.823 -0.2 -0.1 -0.1
H -1.266 -4.161 3.696 0.0 0.0 0.0
H -1.996 -2.548 3.744 0.0 0.0 0.0
H -0.281 -2.745 4.087 0.0 0.0 0.0
H -4.878 -3.930 -2.191 0.0 0.0 0.0
H -4.472 -6.136 -2.771 0.0 0.0 0.0
H -2.857 -7.660 -1.870 0.0 0.0 0.0
H -1.287 -7.195 -0.171 0.0 0.0 0.0
H -0.980 -5.080 0.923 0.0 0.0 0.0
H -3.675 -4.157 2.542 0.0 0.0 0.0
H -5.862 -3.779 3.613 0.0 0.0 0.0
H -7.003 -1.603 3.366 0.0 0.0 0.0
H -5.951 0.211 2.061 0.0 0.0 0.0
H -3.738 -0.147 1.024 -0.1 0.0 0.0
H 1.590 0.353 2.793 0.0 0.0 0.0
H 3.241 0.698 4.567 0.0 0.0 0.0
H 4.211 -1.239 5.760 0.0 0.0 0.0
H 3.507 -3.536 5.164 0.0 0.0 0.0
H 1.907 -3.897 3.332 0.0 0.0 0.0
H 3.473 -3.080 1.524 0.0 0.0 0.0
H 4.813 -4.005 -0.296 0.0 0.0 0.0
H 3.796 -4.492 -2.494 0.0 0.0 0.0
H 1.338 -4.128 -2.827 0.0 0.0 0.0
H -0.027 -3.424 -0.976 0.1 0.0 0.1
N -6.139 0.164 -5.632 0.1 0.1 0.0
C -5.104 -0.454 -4.959 -0.1 0.0 0.0
C -4.816 -0.112 -3.633 0.0 0.0 0.0
C -3.754 -0.704 -2.976 0.0 0.0 0.0
C -2.963 -1.633 -3.635 0.2 0.0 0.0
C -3.240 -1.990 -4.942 0.0 0.0 0.0
C -4.304 -1.404 -5.601 0.0 0.0 0.0
S -1.631 -2.421 -2.743 0.0 0.0 -0.2
O -3.511 -3.639 -0.756 -0.2 -0.2 0.3
O -0.913 -3.277 -3.720 0.0 0.0 0.0
N -0.664 -1.134 -2.313 0.1 0.2 0.1
C 0.143 -0.525 -3.243 0.1 0.2 -0.2
N 1.309 -0.084 -2.737 0.0 0.0 -0.1
C 2.142 0.528 -3.571 0.0 -0.1 0.0
C 1.841 0.726 -4.903 0.0 0.0 0.0
C 0.602 0.257 -5.317 0.0 0.0 0.0
N -0.248 -0.356 -4.510 -0.1 -0.2 0.2
H -6.835 0.648 -5.094 0.0 -0.1 0.0
H -6.464 -0.252 -6.487 0.0 0.0 0.0
H -5.429 0.622 -3.124 0.0 0.0 0.0
H -3.530 -0.431 -1.949 0.0 0.0 0.0
H -2.605 -2.717 -5.432 0.0 0.0 0.0
H -4.522 -1.677 -6.627 0.0 0.0 0.0
H 3.085 0.864 -3.150 0.0 0.0 0.0
H 2.521 1.220 -5.580 0.0 0.0 0.0
H 0.276 0.384 -6.344 0.0 0.0 0.0
C 3.702 5.806 -1.876 0.0 0.0 0.0
C 3.606 4.377 -1.319 0.0 0.0 0.0
C 2.502 3.647 -2.099 0.0 0.1 0.0
C 4.956 3.703 -1.584 0.0 0.0 0.0
C 3.304 4.433 0.219 0.1 0.0 0.0
O 4.217 5.334 0.853 0.0 0.0 0.0
C 1.854 4.873 0.485 -0.1 0.0 0.0
C 1.557 5.449 1.877 0.0 0.0 0.1
C 1.368 4.439 2.984 -0.1 0.0 -0.1
C 2.231 4.363 4.072 0.0 0.0 0.0
C 2.025 3.441 5.091 0.0 0.0 0.0
C 0.941 2.584 5.021 0.0 0.0 0.0
Cl 0.662 1.438 6.296 0.0 0.0 0.0
C 0.063 2.637 3.950 0.0 0.0 0.0
C 0.282 3.566 2.944 0.0 0.0 0.0
C 3.672 3.144 0.986 0.0 0.0 -0.1
N 3.078 1.899 0.503 0.1 -0.1 0.2
C 1.828 1.467 0.605 0.0 0.2 0.0
N 1.751 0.250 0.092 -0.2 -0.1 -0.4
C 3.018 -0.029 -0.315 0.1 0.0 0.0
N 3.850 0.948 -0.075 0.0 0.0 0.0
H 3.755 5.758 -2.965 0.0 0.0 0.0
H 4.610 6.310 -1.540 0.0 0.0 0.0
H 2.840 6.427 -1.628 0.0 0.0 0.0
H 2.836 3.495 -3.127 0.0 0.0 0.0
H 1.580 4.230 -2.141 0.0 0.0 0.0
H 2.259 2.666 -1.693 0.0 0.0 0.0
H 5.237 3.857 -2.628 0.0 0.0 0.0
H 4.932 2.629 -1.404 0.0 0.0 0.0
H 5.738 4.143 -0.963 0.0 0.0 0.0
H 4.090 6.217 0.490 0.0 0.0 0.0
H 1.167 4.050 0.268 0.0 0.0 0.0
H 1.600 5.641 -0.247 0.0 0.0 0.0
H 0.637 6.033 1.798 0.0 0.0 0.0
H 2.344 6.150 2.158 0.0 0.0 0.0
H 3.077 5.038 4.130 0.0 0.0 0.0
H 2.692 3.399 5.941 0.0 0.0 0.0
H -0.790 1.975 3.918 0.0 0.0 0.0
H -0.425 3.628 2.122 0.1 0.0 0.0
H 3.390 3.265 2.030 0.0 0.0 0.0
H 4.748 3.004 0.942 0.0 0.0 0.0
H 1.020 2.018 1.051 0.0 0.0 0.0
H 3.292 -0.949 -0.802 0.0 0.0 0.0
F -3.218 4.168 0.748 0.0 0.0 0.0
C -2.498 3.051 0.533 0.0 -0.1 0.1
C -1.836 2.896 -0.669 0.0 0.0 0.0
C -1.097 1.737 -0.880 0.0 0.0 -0.1
C -1.010 0.736 0.091 0.1 0.0 0.1
C -1.670 0.953 1.300 0.2 0.0 0.0
C -2.430 2.097 1.528 0.0 0.1 0.0
H -1.915 3.663 -1.428 0.0 0.0 0.0
H -0.590 1.618 -1.831 0.0 0.0 0.0
H -1.619 0.207 2.089 0.0 0.0 0.0
H -2.959 2.255 2.460 0.0 0.0 0.0
```
Forces are in eV/Å.

Its net charge is +1. The HOMO energy (spin up / spin down) comes out at -9.47 / -9.47 eV. The LUMO energy (spin up / spin down) is -2.69 / -3.32 eV. The total energy is -4606.2267 Eh. Its spin multiplicity is 2.

C57H59I2N5O17PS | wB97M-V/def2-TZVPD

Structure (XYZ):
```
142
Properties=species:S:1:pos:R:3:forces:R:3
C 1.912 3.915 3.153 0.6 1.0 0.2
C 3.427 3.622 3.438 -0.7 0.0 0.0
C 4.166 2.749 2.355 0.7 -0.1 1.6
N 3.490 2.648 1.049 1.8 2.2 2.3
C 3.477 3.764 0.304 -2.0 -1.0 -2.6
S 4.170 5.346 0.699 0.2 -0.4 0.5
N 2.847 3.505 -0.885 0.9 -0.7 2.2
C 2.520 2.193 -0.772 -0.9 0.4 -1.3
N 1.916 1.590 -1.801 -0.3 -0.6 -0.3
N 1.637 2.417 -2.922 0.3 -0.4 0.1
C 1.535 0.182 -1.917 -0.2 -1.0 -0.1
C 0.103 -0.161 -1.358 0.3 -0.1 -0.5
C -0.922 -0.149 -2.552 -0.4 0.3 0.1
P -2.520 0.700 -2.126 -0.1 0.1 0.2
O -2.551 1.250 -0.751 0.2 -0.5 -0.2
O -2.694 1.961 -3.176 0.4 -1.8 0.4
C -1.819 3.056 -2.847 -0.2 1.8 -0.2
C -2.728 4.270 -2.479 0.2 -0.6 0.1
O -3.680 -0.411 -2.427 1.2 1.5 0.2
C -4.484 -0.721 -1.250 -0.8 -0.6 0.5
C -3.734 -1.568 -0.174 -0.2 0.2 -0.4
N 2.862 1.603 0.420 -0.2 1.1 -1.2
C 2.693 0.295 0.986 1.3 -1.5 2.1
I 1.716 0.338 2.961 -1.9 1.0 -1.0
C 4.094 -0.521 1.179 -0.2 0.4 -0.6
C 5.329 0.201 0.568 0.2 -0.9 -0.2
I 4.440 -1.151 3.238 1.8 -0.6 -0.9
H 1.847 4.957 2.764 -0.1 -0.7 0.1
H 1.355 3.931 4.113 0.2 -0.3 -0.7
H 1.437 3.239 2.423 0.1 0.3 0.5
H 3.510 3.119 4.423 0.1 0.1 -0.7
H 3.957 4.590 3.545 -0.2 -0.7 -0.1
H 4.406 1.773 2.814 -0.4 0.3 -0.7
H 5.149 3.239 2.176 -0.6 -0.5 -0.1
H 3.285 6.214 0.127 0.0 -1.0 -0.2
H 2.350 2.186 -3.618 -0.4 0.2 0.0
H 0.721 2.135 -3.264 0.2 0.2 0.0
H 2.329 -0.491 -1.519 -0.4 0.6 -0.1
H 1.503 -0.049 -3.004 0.3 0.2 0.7
H 0.115 -1.206 -0.974 0.0 0.7 -0.1
H -0.188 0.528 -0.537 0.1 -0.4 -0.5
H -1.119 -1.206 -2.833 0.0 0.8 0.0
H -0.548 0.358 -3.475 -0.2 -0.5 0.9
H -1.080 2.823 -2.052 -0.6 0.0 -0.2
H -1.238 3.375 -3.745 -0.4 -0.6 0.3
H -3.246 4.092 -1.514 0.4 0.1 -0.6
H -2.146 5.211 -2.420 -0.3 -0.5 -0.1
H -3.491 4.337 -3.279 0.4 0.2 0.5
H -4.900 0.223 -0.849 0.3 -0.5 -0.1
H -5.324 -1.330 -1.630 0.6 0.5 -0.1
H -3.439 -0.975 0.711 -0.1 -0.3 -0.5
H -2.824 -2.016 -0.629 -0.5 0.2 0.3
H -4.418 -2.386 0.130 0.5 0.4 0.0
H 2.038 -0.394 0.443 0.1 1.1 -0.2
H 3.994 -1.483 0.633 -0.2 0.6 0.4
H 6.081 -0.587 0.344 -0.4 0.6 0.2
H 5.817 0.930 1.238 -0.4 -0.2 -0.4
H 5.072 0.644 -0.422 0.1 -0.1 0.7
C 3.126 -3.381 6.434 0.0 0.1 -0.2
C 4.443 -3.241 6.319 -0.2 0.0 0.0
C 5.374 -3.907 7.258 0.2 0.0 0.0
O 6.575 -3.777 7.153 -0.1 0.0 0.0
C 4.779 -4.737 8.333 -0.1 -0.1 0.1
C 3.460 -4.877 8.448 0.1 0.0 0.1
C 2.533 -4.210 7.506 0.0 -0.1 0.0
O 1.327 -4.337 7.608 0.3 -0.3 -0.1
H 2.431 -2.900 5.756 0.0 0.0 0.0
H 4.889 -2.636 5.540 0.1 -0.1 0.1
H 5.473 -5.217 9.011 0.0 0.0 0.0
H 3.008 -5.478 9.227 0.0 0.0 0.0
C -6.192 -2.729 -6.564 0.1 -0.2 0.0
C -5.276 -3.692 -6.454 -0.1 0.1 0.0
C -3.924 -3.406 -5.910 0.0 0.0 0.0
O -3.080 -4.272 -5.799 0.0 -0.2 0.0
C -3.631 -2.019 -5.497 0.2 0.1 0.1
C -4.542 -1.061 -5.606 0.1 0.1 0.0
C -5.892 -1.339 -6.145 0.1 0.2 0.1
O -6.709 -0.446 -6.227 -0.2 -0.1 -0.1
H -7.184 -2.914 -6.956 0.0 0.0 0.0
H -5.472 -4.715 -6.750 0.0 0.0 0.0
H -2.640 -1.832 -5.101 0.0 0.0 0.0
H -4.344 -0.039 -5.305 0.0 0.0 0.0
C -1.455 -1.938 8.656 0.1 0.0 -0.1
C -0.237 -1.840 8.124 0.0 -0.1 0.1
C 0.323 -0.526 7.733 0.0 0.0 0.0
O 1.435 -0.435 7.243 -0.1 0.0 -0.1
C -0.517 0.673 7.957 -0.1 0.1 0.0
C -1.733 0.575 8.489 0.1 0.1 -0.1
C -2.297 -0.740 8.880 -0.2 -0.1 0.1
O -3.404 -0.829 9.366 0.1 0.0 0.0
H -1.882 -2.890 8.947 0.0 0.0 0.0
H 0.395 -2.706 7.952 -0.3 0.3 0.0
H -0.088 1.624 7.665 0.0 0.0 0.0
H -2.361 1.440 8.659 0.0 0.0 0.0
C 1.255 -0.730 -8.452 0.0 -0.1 0.1
C 0.737 -1.064 -7.273 0.1 -0.1 0.0
C -0.092 -0.111 -6.501 0.0 -0.1 -0.1
O -0.564 -0.416 -5.420 0.1 0.0 -0.3
C -0.325 1.228 -7.089 0.0 0.1 0.0
C 0.192 1.565 -8.268 -0.1 0.1 0.1
C 1.023 0.611 -9.043 0.1 0.0 -0.2
O 1.492 0.915 -10.117 0.0 0.0 0.1
H 1.864 -1.413 -9.031 0.0 0.0 0.0
H 0.895 -2.038 -6.826 0.0 0.0 0.0
H -0.935 1.910 -6.508 0.0 0.0 0.0
H 0.033 2.539 -8.713 0.0 0.0 0.0
C -10.389 -0.796 -2.255 0.0 -0.2 0.1
C -9.367 -1.644 -2.173 -0.1 0.0 0.0
C -8.028 -1.290 -2.699 0.0 -0.1 0.0
O -7.106 -2.083 -2.624 -0.1 0.2 -0.1
C -7.869 0.049 -3.318 0.0 0.0 0.1
C -8.894 0.895 -3.401 0.2 0.0 0.0
C -10.233 0.539 -2.875 -0.2 0.1 0.0
O -11.164 1.312 -2.949 0.1 0.0 0.0
H -11.374 -1.039 -1.877 0.0 0.0 0.0
H -9.465 -2.624 -1.724 0.0 0.0 0.0
H -6.887 0.299 -3.698 0.0 0.0 0.0
H -8.799 1.875 -3.851 0.0 0.0 0.0
C -1.466 -4.501 -0.053 0.0 0.0 0.1
C -2.359 -5.304 0.520 0.2 0.1 0.1
C -3.416 -5.971 -0.278 -0.2 -0.1 0.0
O -4.231 -6.700 0.244 0.1 0.1 0.0
C -3.438 -5.711 -1.737 0.1 0.1 -0.1
C -2.544 -4.908 -2.310 0.0 0.0 -0.1
C -1.488 -4.241 -1.512 -0.1 -0.1 0.0
O -0.669 -3.506 -2.032 0.0 0.1 0.1
H -0.688 -4.004 0.513 0.0 0.0 0.0
H -2.358 -5.505 1.583 0.0 0.0 0.0
H -4.216 -6.207 -2.303 0.0 0.0 0.0
H -2.545 -4.706 -3.375 0.0 0.0 0.0
C 8.222 5.715 2.239 0.0 0.0 -0.1
C 9.541 5.867 2.146 -0.2 0.0 -0.1
C 10.459 5.235 3.124 0.2 0.0 0.0
O 11.658 5.374 3.042 -0.1 0.0 0.0
C 9.849 4.427 4.208 -0.1 -0.1 0.1
C 8.530 4.277 4.300 0.1 0.0 0.1
C 7.616 4.908 3.322 0.0 0.0 0.1
O 6.408 4.768 3.405 0.1 -0.1 -0.1
H 7.537 6.170 1.534 0.0 0.0 0.0
H 10.002 6.453 1.360 0.0 0.0 0.0
H 10.533 3.972 4.913 0.0 0.0 0.0
H 8.067 3.691 5.085 0.0 0.0 0.0
```
Forces are in eV/Å.

Its net charge is +1. The HOMO energy comes out at -10.91 eV. The LUMO energy is -3.59 eV. The total energy is -5094.7129 Eh. Its spin multiplicity is 1.